Here is C16H21BN8STe4W as an isolated structure at a distorted geometry from the Open Molecules 2025 dataset. Energies are from ωB97M-V/def2-TZVPD.

## Properties
HOMO-LUMO gap (spin up / spin down) = 5.4 / 4.9 eV
LUMO level (spin up / spin down) = -1.6 / -2.3 eV
E_tot = -71362.3295 eV

```
! RIJCOSX wB97M-V def2-TZVPD def2/J DEFGRID3
* xyz 0 3
W 0.3389 -0.1922 -0.4992
Te 3.0756 -0.5924 -1.0588
Te 5.2251 -1.3820 -2.2227
Te 2.3018 -5.0553 -0.3065
Te 1.2510 -2.6636 -0.7484
S -1.6199 -1.7626 -0.4048
N -0.7820 0.7701 -3.4301
N -0.0745 -0.2141 1.4745
N -0.5011 -1.3950 2.0818
N -2.1818 1.7363 -1.4353
N -2.0318 -3.0949 1.8748
N 1.0694 1.8254 -0.1186
N -1.4977 1.1856 -0.4180
N 0.0585 -0.0326 -2.7376
C 0.7861 -0.6976 -3.6576
C 0.4302 -0.3110 -4.9374
C -2.0852 1.5835 0.7172
C 1.6348 1.5243 1.0718
C 1.2696 0.1339 1.5057
C 2.1341 -0.6463 2.4618
C 2.9073 3.5376 0.8605
C -2.0455 -3.4083 3.2938
C -3.1885 2.4712 -0.9460
C -1.3328 -2.0642 1.3486
C 2.6001 2.3958 1.5770
C -0.5685 0.6199 -4.7388
C -0.7350 -3.9824 3.8175
C 1.3201 2.9382 -0.8044
C 2.2552 3.8359 -0.3357
C -3.1671 2.4057 0.4313
B -2.0132 1.6188 -2.9777
H 0.8278 -0.6688 -5.8695
H -2.4349 -3.7480 1.2277
H -1.7005 1.2522 1.6639
H 0.0689 -3.2557 3.7220
H -3.8537 2.9806 -1.6226
H 1.5339 -1.4104 -3.3638
H -2.3109 -2.4997 3.8386
H -2.8482 -4.1318 3.4422
H -0.4570 -4.8797 3.2625
H -3.0048 1.0917 -3.4173
H -3.8420 2.8731 1.1253
H 0.7811 3.0756 -1.7338
H 2.4750 4.7345 -0.8920
H -1.8577 2.7332 -3.4233
H 1.7379 -0.5192 3.4708
H 3.6734 4.2061 1.2311
H 3.1750 -0.3228 2.4334
H -0.8404 -4.2478 4.8707
H -1.1554 1.1866 -5.4415
H 3.0924 2.1721 2.5131
H 2.1069 -1.7093 2.2238
*
```

Here is a 8-piece molecular cluster, C37H87FN8O10 overall at a distorted geometry from the Open Molecules 2025 dataset. Energies are from ωB97M-V/def2-TZVPD.

## Properties
HOMO-LUMO gap = 8.0 eV
LUMO level = -0.7 eV
structure (SMILES) = CC[C@@H](F)OC(=O)Oc1ccccn1.COC[C@@H](C)N.COC[C@@H](C)N.COC[C@@H](C)N.COC[C@@H](C)N.COC[C@@H](C)N.COC[C@@H](C)N.COC[C@@H](C)N
E_tot = -74879.1284 eV

```
! RIJCOSX wB97M-V def2-TZVPD def2/J DEFGRID3
* xyz 0 1
F -1.2093 7.4892 -4.8982
O -0.4500 5.5312 -0.4500
O -3.5278 -9.3208 -0.7738
O -2.5876 0.9825 2.1697
O -1.4731 -9.7213 5.4178
O -0.8551 6.2273 -2.9139
O 3.8517 10.4270 -3.1366
O 3.4536 -1.9663 -0.0178
O 3.1104 -3.3160 3.8747
O -0.4740 -4.4558 -5.6237
O -2.6577 5.4429 -1.4581
N -0.9604 7.6871 0.8074
N 1.7456 -0.3025 1.6110
N 4.3715 9.7901 -5.9048
N -0.2955 -7.4621 6.7772
N 2.2427 -1.8131 6.1828
N -1.9056 -7.2757 -2.0087
N -1.4101 3.2418 3.5291
N -1.3999 -3.8574 -2.9547
C -0.2782 -3.1011 -3.5277
C 0.3440 -2.1104 0.7672
C 1.7395 -3.3468 4.2824
C 3.8084 11.4521 -4.1335
C -0.7779 -1.7258 -3.9619
C 1.5104 -3.0205 5.7771
C -0.3877 -9.0053 4.8210
C 2.3502 -1.2708 -0.6056
C -4.7190 -8.8251 -0.1827
C 1.2167 -0.9176 0.3861
C 0.4197 -3.8924 -4.6590
C 1.7234 9.0692 -0.5690
C -4.2175 -6.7676 -2.5938
C -2.7423 -9.4454 4.8459
C -1.3611 5.7252 -1.6267
C 4.6386 11.1445 -5.4021
C -0.0528 6.9433 -0.1295
C -1.8004 8.6720 -2.7435
C 6.1427 11.3123 -5.2040
C -3.4802 -9.1996 -2.1985
C -1.5022 1.6985 1.5729
C -0.5543 9.1100 1.0681
C 0.7324 9.9219 0.4609
C -2.3903 4.1100 1.4723
C 1.2976 7.4870 -0.8779
C 3.2392 -3.3572 0.1660
C -0.2394 -7.5457 5.3115
C -1.7506 7.2264 -3.5173
C 1.8816 -4.1647 6.7166
C -3.3295 8.8489 -2.1066
C -3.8569 1.2585 1.5978
C 3.8449 -4.4864 4.1987
C 5.0169 10.4457 -2.3265
C -1.3539 3.1582 2.0634
C -0.9310 -3.5385 -6.6055
C -1.2758 -6.5938 4.7204
C -3.0911 -7.7913 -2.7069
H 1.2742 -4.2997 4.0020
H -4.3174 2.1074 2.1050
H 0.9360 -4.7458 -4.2031
H 4.6717 -4.5757 3.4881
H -1.9937 -4.1602 -3.7327
H 2.4869 -0.9146 1.9651
H -3.3708 4.0154 1.9461
H -2.8472 -7.8858 -3.7721
H 0.7463 -7.1915 4.9856
H -0.9472 8.8478 -1.9615
H -0.1666 -2.8030 -6.8727
H -1.3973 -6.7619 3.6453
H -4.6072 -7.7647 0.0479
H -5.5957 -8.9914 -0.8154
H -0.9918 -1.1044 -3.0831
H -2.6807 -9.2637 3.7690
H 2.7826 -3.5382 1.1400
H -2.2518 2.7424 3.8318
H 0.4650 -2.9392 -2.7374
H -1.1939 -4.1054 -7.5033
H 4.2807 -4.3892 5.1940
H -4.5007 0.3901 1.7655
H 2.6619 9.5107 -1.1109
H 2.2420 0.5539 1.3588
H -2.5118 3.9420 0.3972
H -1.6948 9.5429 -3.5494
H 0.4668 -8.0198 7.1659
H 0.5657 -0.1876 -0.1103
H -3.7953 1.4402 0.5209
H -5.1688 -7.1892 -2.9347
H -1.7024 -1.7753 -4.5428
H 2.6297 -3.7913 -0.6319
H -0.9585 -5.5526 4.8598
H 3.2331 -5.3908 4.1325
H 2.9603 -4.2555 6.8675
H 0.5186 -9.5509 5.1103
H -1.2723 9.7407 1.7846
H 0.8223 -2.7689 1.4967
H -3.3448 8.1965 -1.1342
H 1.9144 -1.0269 5.6194
H 6.6496 11.3709 -6.1754
H -0.6477 2.6841 3.9178
H 0.4379 -2.8310 5.9082
H 4.0780 12.4234 -3.7011
H -1.0415 -4.7338 -2.5716
H 1.9681 -1.8178 -1.4762
H -2.0799 -7.3654 -1.0032
H 0.0848 -2.7064 -0.1140
H 1.2388 -2.5724 3.6888
H 2.7556 11.5284 -4.4311
H 4.4850 9.1440 -5.1179
H -3.2028 -8.5964 5.3531
H 1.1931 -3.2918 -5.1530
H -1.5589 1.6448 0.4788
H -4.1317 8.4639 -2.8905
H 2.7658 -0.3313 -0.9895
H 3.3789 9.7164 -6.1342
H -0.0245 -1.2039 -4.5610
H 6.5945 10.4756 -4.6650
H -2.2562 -6.6884 5.1942
H -4.8718 -9.3503 0.7646
H -1.1373 -7.9614 7.0799
H -0.5959 1.1530 1.8622
H 3.2160 -1.9317 5.8860
H 1.8752 6.7742 -1.6042
H 4.7701 9.9834 -1.3663
H 1.4382 -4.0021 7.7071
H -2.0731 5.1512 1.6117
H -3.3861 -10.3137 5.0136
H 5.3745 11.4623 -2.1389
H 6.3677 12.2336 -4.6569
H -1.1253 -7.9136 -2.1746
H -3.5406 9.9709 -1.8461
H -4.4197 -9.5447 -2.6474
H -0.4443 -9.0591 3.7270
H -2.8634 6.8500 -3.6684
H 4.3331 11.8625 -6.1730
H 4.2138 -3.8538 0.1654
H -1.8376 -3.0414 -6.2577
H -0.5932 -1.7655 1.2220
H -0.3682 3.5124 1.7375
H -3.9995 -5.8923 -3.2186
H 1.0005 11.0521 0.6836
H -4.3531 -6.3984 -1.5740
H -2.7048 -9.9019 -2.5275
H 5.8002 9.8416 -2.7865
H 1.5068 -5.1218 6.3391
*
```